The following is a DFT calculation (ωB97M-V/def2-TZVPD) of C10H10AsF3GaN4O2S5 as an isolated structure.

Total charge: -1
LUMO energy in eV: 1.23
Strongest force on any atom in eV/Å: 0.3
Highest occupied orbital energy in eV: -4.814

Geometry (Å):
1 Ga 0.40 -0.89 -0.48
2 C -1.19 3.09 -0.08
3 C -0.88 1.66 0.23
4 N -1.03 0.73 -0.63
5 N -1.44 1.13 -1.88
6 C -2.21 0.25 -2.60
7 N -2.13 0.47 -3.93
8 S -3.19 -0.89 -1.89
9 C -0.36 1.22 1.55
10 C -0.36 2.02 2.68
11 C 0.10 1.48 3.87
12 C 0.55 0.17 3.89
13 C 0.51 -0.56 2.71
14 N 0.07 -0.04 1.58
15 H -0.45 3.45 -0.80
16 H -1.18 3.72 0.80
17 H -2.17 3.14 -0.57
18 H -0.66 1.59 -2.40
19 H -1.24 0.84 -4.27
20 H -2.57 -0.23 -4.49
21 H -0.72 3.04 2.65
22 H 0.12 2.08 4.77
23 H 0.92 -0.29 4.80
24 H 0.85 -1.59 2.67
25 S 1.12 2.03 -3.39
26 As 2.08 0.22 -2.74
27 S 2.33 0.32 -0.50
28 S 0.53 -1.40 -2.68
29 S 3.81 -0.34 -3.73
30 F 2.10 -5.17 0.43
31 C 1.81 -3.89 0.64
32 F 2.35 -3.53 1.83
33 F 2.41 -3.17 -0.30
34 C 0.27 -3.65 0.72
35 O -0.40 -4.56 1.13
36 O -0.14 -2.47 0.40